A) Molecular formula: CHN3O
Method: DFT, ωB97M-V with the def2-TZVPD basis set

```
6
CHN3O (ωB97M-V with the def2-TZVPD basis set)
N -0.666 -1.171 0.007
C -1.311 -0.410 -0.627
O -1.734 0.179 -1.528
H -0.882 -1.412 0.960
N -3.192 0.004 2.889
N -3.345 0.324 1.850
```

Properties
**HOMO**: -11.18 eV
**E_LUMO**: 0.83 eV
**Multiplicity**: 1
**Orbital gap**: 12.002 eV

Atomic partial charges in e from the Löwdin method, atoms 1 to 4:
1. N 0.188
2. C -0.466
3. O 0.159
4. H 0.071

***

B) Molecular formula: CHN3O
Method: DFT, ωB97M-V with the def2-TZVPD basis set

```
6
CHN3O (ωB97M-V with the def2-TZVPD basis set)
C 2.745 -0.219 -0.125
N 3.865 -0.395 0.042
N 0.223 -0.317 0.082
N 1.066 0.529 0.049
O 1.260 1.692 -0.050
H -0.843 -0.019 -0.055
```

Properties
**HOMO**: -11.86 eV
**E_LUMO**: -1.39 eV
**Multiplicity**: 1
**Orbital gap**: 10.467 eV

Atomic partial charges in e from the Löwdin method, atoms 1 to 4:
1. C -0.105
2. N 0.072
3. N 0.142
4. N -0.365

***

It turns out A) is the most stable, with the second structure 640.4 kJ/mol higher.

***

A) Molecular formula: C5H8Br2N3
Method: DFT, ωB97M-V with the def2-TZVPD basis set

```
18
C5H8Br2N3 (ωB97M-V with the def2-TZVPD basis set)
C -2.485 -0.517 -1.426
C -1.327 -0.582 -2.262
C -1.904 -0.903 0.977
C -2.764 -0.705 -0.122
C -0.139 -0.807 -1.764
N -0.626 -0.684 0.863
N 1.144 -0.740 -1.747
N 0.220 -0.774 1.893
Br -4.654 -0.723 0.289
Br 3.670 -0.966 0.530
H -3.356 -0.299 -2.218
H -1.520 -0.651 -3.258
H -2.345 -0.991 1.989
H 1.771 -1.497 -1.401
H 1.586 0.102 -1.859
H 0.100 -0.828 2.989
H 1.208 -0.677 1.644
H 4.881 -1.493 1.211
```

Properties
**HOMO**: -12.13 eV
**E_LUMO**: -4.62 eV
**Net charge**: +1
**Multiplicity**: 1
**Orbital gap**: 7.519 eV

Atomic partial charges in e from the Löwdin method, atoms 1 to 4:
1. C -0.167
2. C -0.016
3. C -0.196
4. C -0.623

***

B) Molecular formula: C5H8Br2N3
Method: DFT, ωB97M-V with the def2-TZVPD basis set

```
18
C5H8Br2N3 (ωB97M-V with the def2-TZVPD basis set)
C -1.196 1.225 -1.257
C -1.328 -0.124 -1.062
C 0.939 1.151 -0.141
C -0.075 1.854 -0.732
C -0.314 -0.806 -0.437
N 0.798 -0.205 0.091
N 1.792 -0.988 0.489
N -0.414 -2.271 -0.335
Br 0.305 3.759 -1.008
Br -0.052 0.806 3.066
H -1.959 1.844 -1.801
H -2.187 -0.587 -1.517
H 1.876 1.728 0.113
H 1.525 -1.952 0.444
H 2.320 -0.470 1.178
H -1.323 -2.641 -0.232
H -0.796 0.438 4.255
H 0.090 -2.760 -1.112
```

Properties
**HOMO**: -13.53 eV
**E_LUMO**: -4.38 eV
**Net charge**: +1
**Multiplicity**: 1
**Orbital gap**: 9.142 eV

Atomic partial charges in e from the Löwdin method, atoms 1 to 4:
1. C -0.057
2. C 0.014
3. C -0.111
4. C -0.594

***

It turns out B) is the most stable, with the second structure 291.3 kJ/mol higher.

***

A) Molecular formula: H12O6
Method: DFT, ωB97M-V with the def2-TZVPD basis set

```
18
H12O6 (ωB97M-V with the def2-TZVPD basis set)
O 1.383 1.409 2.188
H 1.327 0.831 2.972
H 2.218 1.173 1.728
O -0.899 1.905 -1.215
H -0.834 2.113 -0.277
H -1.333 2.742 -1.562
O 2.988 1.039 -0.053
H 3.553 0.518 -0.627
H 2.553 1.699 -0.644
O -1.908 -0.804 -1.213
H -1.719 0.135 -1.280
H -2.113 -1.052 -2.108
O 0.623 -2.101 -0.210
H 0.049 -2.527 0.463
H 0.278 -2.533 -1.038
O -2.276 -1.833 1.086
H -1.650 -1.239 1.602
H -2.239 -1.475 0.189
```

Properties
**HOMO (alpha / beta)**: -14.79 / -14.03 eV
**E_LUMO (alpha / beta)**: -3.61 / -10.96 eV
**Net charge**: +1
**Multiplicity**: 2
**Orbital gap (alpha / beta)**: 11.175 / 3.071 eV
**Expectation value of S²**: 0.759

Atomic partial charges in e from the Löwdin method, atoms 1 to 4:
1. O -0.032
2. H 0.056
3. H 0.020
4. O -0.064

***

B) Molecular formula: H12O6
Method: DFT, ωB97M-V with the def2-TZVPD basis set

```
18
H12O6 (ωB97M-V with the def2-TZVPD basis set)
O 1.050 1.448 -0.144
H 1.222 0.673 -0.741
H 1.663 2.174 -0.326
O -0.048 0.491 2.174
H 0.450 0.925 1.449
H -0.969 0.622 1.899
O -1.564 1.333 -0.131
H -2.093 1.928 -0.668
H -0.639 1.585 -0.345
O 0.342 -1.877 0.816
H 0.179 -1.055 1.368
H 0.776 -2.479 1.427
O -1.005 -0.922 -1.331
H -1.409 -0.084 -0.930
H -1.130 -1.678 -0.708
O 1.380 -0.820 -1.390
H 0.506 -0.901 -1.863
H 1.289 -1.361 -0.555
```

Properties
**HOMO (alpha / beta)**: -15.54 / -15.54 eV
**E_LUMO (alpha / beta)**: -3.43 / -10.43 eV
**Net charge**: +1
**Multiplicity**: 2
**Orbital gap (alpha / beta)**: 12.114 / 5.102 eV
**Expectation value of S²**: 0.758

Atomic partial charges in e from the Löwdin method, atoms 1 to 4:
1. O -0.046
2. H 0.031
3. H 0.114
4. O -0.042

***

It turns out B) is the most stable, with the second structure 116.9 kJ/mol higher.

***

A) Molecular formula: C4HNO
Method: DFT, ωB97M-V with the def2-TZVPD basis set

```
7
C4HNO (ωB97M-V with the def2-TZVPD basis set)
C -1.729 0.393 -0.725
C -0.655 0.387 -0.180
C 0.642 0.365 0.463
O 1.130 1.294 1.056
C 1.363 -0.920 0.342
N 1.932 -1.923 0.250
H -2.684 0.404 -1.206
```

Properties
**HOMO**: -11.67 eV
**E_LUMO**: -1.32 eV
**Multiplicity**: 1
**Orbital gap**: 10.350 eV

Atomic partial charges in e from the Löwdin method, atoms 1 to 4:
1. C 0.181
2. C -0.030
3. C -0.422
4. O 0.145

***

B) Molecular formula: C4HNO
Method: DFT, ωB97M-V with the def2-TZVPD basis set

```
7
C4HNO (ωB97M-V with the def2-TZVPD basis set)
O 1.490 2.184 0.375
C 1.174 1.063 0.689
C 0.087 0.360 0.036
C -0.823 -0.186 -0.530
C -2.498 -1.868 -1.141
N -1.793 -0.922 -1.036
H 1.689 0.501 1.490
```

Properties
**HOMO**: -11.00 eV
**E_LUMO**: -0.83 eV
**Multiplicity**: 1
**Orbital gap**: 10.172 eV

Atomic partial charges in e from the Löwdin method, atoms 1 to 4:
1. O 0.073
2. C -0.273
3. C 0.074
4. C -0.085

***

It turns out A) is the most stable, with the second structure 94.8 kJ/mol higher.

***

A) Molecular formula: C5H9O
Method: DFT, ωB97M-V with the def2-TZVPD basis set

```
15
C5H9O (ωB97M-V with the def2-TZVPD basis set)
C -1.434 -0.477 -0.175
O -4.120 -0.073 0.769
C 0.035 -0.288 0.091
C 0.863 0.004 -1.028
C 2.149 0.585 -0.902
C 2.984 0.526 0.180
H -1.923 -0.906 0.698
H -4.903 0.307 1.189
H 0.261 -0.310 1.171
H -1.952 0.460 -0.376
H 0.754 -1.145 -0.329
H -1.656 -1.146 -1.009
H 2.627 1.174 -1.692
H 2.702 -0.098 1.027
H 3.612 1.386 0.385
```

Properties
**HOMO**: -2.34 eV
**E_LUMO**: 2.83 eV
**Net charge**: -1
**Multiplicity**: 1
**Orbital gap**: 5.174 eV

Atomic partial charges in e from the Löwdin method, atoms 1 to 4:
1. C -0.133
2. O -0.629
3. C -0.254
4. C -0.130

***

B) Molecular formula: C5H9O
Method: DFT, ωB97M-V with the def2-TZVPD basis set

```
15
C5H9O (ωB97M-V with the def2-TZVPD basis set)
C -1.408 1.791 -1.706
C -0.887 0.968 -0.757
C 0.478 1.189 -0.149
C 1.090 -0.168 0.670
C 0.118 -1.295 0.653
O 0.515 -2.438 1.282
H -0.881 2.598 -2.252
H -2.364 1.409 -1.984
H -1.605 0.326 -0.138
H 0.403 2.119 0.367
H 1.374 1.313 -0.889
H 2.003 -0.545 0.174
H 1.502 -0.064 1.755
H 0.067 -1.476 -0.513
H -0.970 -1.081 0.962
```

Properties
**HOMO**: -2.13 eV
**E_LUMO**: 3.88 eV
**Net charge**: -1
**Multiplicity**: 1
**Orbital gap**: 6.010 eV

Atomic partial charges in e from the Löwdin method, atoms 1 to 4:
1. C -0.052
2. C -0.230
3. C -0.187
4. C -0.216

***

It turns out B) is the most stable, with the second structure 304.3 kJ/mol higher.

***

A) Molecular formula: C3H16O5
Method: DFT, ωB97M-V with the def2-TZVPD basis set

```
24
C3H16O5 (ωB97M-V with the def2-TZVPD basis set)
C -0.090 -1.096 -0.952
C 0.858 -0.543 -1.657
C 2.321 -0.997 -1.592
H -1.104 -0.727 -0.815
H 0.081 -1.925 -0.276
H 0.747 0.251 -2.386
H 2.395 -2.082 -1.525
H 2.681 -0.801 -2.611
H 2.968 -0.440 -0.923
O -1.914 -2.616 1.285
H -1.649 -1.805 0.853
H -1.093 -3.043 1.495
O 1.269 2.948 -0.693
H 2.052 2.959 -1.261
H 1.105 2.074 -0.337
O -1.510 2.174 -1.331
H -1.856 2.409 -0.478
H -0.929 2.865 -1.597
O 0.991 -1.367 2.151
H 0.542 -0.543 1.920
H 0.386 -1.916 2.685
O -1.525 0.877 1.853
H -1.364 1.017 2.777
H -1.909 1.754 1.720
```

Properties
**HOMO**: -9.73 eV
**E_LUMO**: 0.13 eV
**Multiplicity**: 1
**Orbital gap**: 9.856 eV

Atomic partial charges in e from the Löwdin method, atoms 1 to 4:
1. C -0.028
2. C -0.232
3. C -0.103
4. H 0.057

***

B) Molecular formula: C3H16O5
Method: DFT, ωB97M-V with the def2-TZVPD basis set

```
24
C3H16O5 (ωB97M-V with the def2-TZVPD basis set)
C 2.189 1.891 1.170
C 2.063 0.361 1.019
C 1.179 -0.349 2.040
O 0.272 -1.263 1.444
H 2.767 2.171 2.047
H 2.742 2.238 0.302
H 1.201 2.340 1.151
H 3.080 -0.027 1.000
H 1.628 0.198 0.033
H 0.659 0.429 2.612
H 1.725 -0.982 2.737
H -0.411 -0.862 0.894
O 0.843 -2.282 -1.049
H 1.649 -1.784 -1.232
H 0.844 -2.327 -0.074
O -2.595 -0.907 -2.723
H -3.537 -0.971 -2.905
H -2.511 -1.076 -1.778
O -1.061 1.559 -1.840
H -0.258 1.942 -2.207
H -1.332 0.931 -2.527
O -2.086 0.706 0.749
H -2.252 1.586 1.111
H -1.600 0.982 -0.050
```

Properties
**HOMO**: -10.18 eV
**E_LUMO**: 0.46 eV
**Multiplicity**: 1
**Orbital gap**: 10.633 eV

Atomic partial charges in e from the Löwdin method, atoms 1 to 4:
1. C -0.107
2. C -0.236
3. C -0.247
4. O -0.103

***

It turns out B) is the most stable, with the second structure 120.8 kJ/mol higher.

***

A) Molecular formula: C45H30Cl3N12O2SeZr
Method: DFT, ωB97M-V with the def2-TZVPD basis set

```
94
C45H30Cl3N12O2SeZr (ωB97M-V with the def2-TZVPD basis set)
Zr 0.077 0.027 0.027
C 2.743 2.523 3.118
C 2.281 1.349 2.496
N 1.923 1.294 1.233
C 2.039 2.433 0.481
C 2.414 3.671 1.028
C 2.775 3.684 2.395
C 2.438 4.814 0.196
C 2.115 4.689 -1.125
C 1.780 3.439 -1.686
C 1.758 2.304 -0.909
N 1.417 1.018 -1.330
C 1.842 0.526 -2.550
C 2.852 1.010 -3.351
C 3.178 0.353 -4.559
C 2.518 -0.765 -4.979
C 1.483 -1.299 -4.173
C 0.726 -2.444 -4.506
C -0.261 -2.874 -3.663
C -0.494 -2.171 -2.468
N 0.205 -1.111 -2.121
C 1.170 -0.657 -2.964
H 3.033 2.493 4.158
H 2.203 0.431 3.067
H 3.084 4.615 2.853
H 2.713 5.771 0.616
H 2.120 5.559 -1.767
H 1.543 3.372 -2.740
H 3.406 1.893 -3.065
H 3.977 0.763 -5.163
H 2.770 -1.249 -5.913
H 0.929 -2.964 -5.434
H -0.871 -3.736 -3.894
H -1.275 -2.486 -1.785
C -1.338 -2.174 5.270
N -1.086 -2.145 3.835
C -0.252 -1.380 3.143
N -0.446 -1.563 1.842
C -1.458 -2.481 1.811
N -1.855 -2.869 2.991
C -0.139 -2.575 6.094
C -0.130 -2.271 7.452
C 0.932 -2.664 8.254
C 2.005 -3.351 7.707
C 2.000 -3.648 6.349
C 0.928 -3.267 5.548
C 3.130 -4.356 5.751
N 4.136 -4.918 6.317
N 4.926 -5.433 5.288
C 4.320 -5.148 4.192
O 3.169 -4.455 4.396
C 4.703 -5.440 2.812
C 5.827 -6.216 2.544
C 6.176 -6.472 1.229
C 5.415 -5.956 0.187
C 4.293 -5.184 0.455
C 3.451 -4.647 -0.677
N 3.008 -3.279 -0.434
C 1.849 -2.830 0.029
N 1.904 -1.509 0.164
C 3.171 -1.208 -0.253
N 3.867 -2.252 -0.609
C 3.940 -4.930 1.771
H -2.163 -2.875 5.394
H -1.699 -1.189 5.570
H 0.433 -0.693 3.606
H -1.901 -2.837 0.899
H -0.959 -1.726 7.889
H 0.927 -2.427 9.308
H 2.844 -3.654 8.317
H 0.931 -3.529 4.498
H 6.414 -6.606 3.364
H 7.051 -7.068 1.012
H 5.704 -6.149 -0.839
H 2.555 -5.249 -0.840
H 4.015 -4.626 -1.607
H 1.005 -3.461 0.256
H 3.554 -0.203 -0.284
H 3.074 -4.322 2.001
Cl -6.356 1.031 -3.653
C -5.002 0.542 -2.694
C -3.945 1.417 -2.511
C -2.885 0.993 -1.736
Cl -1.513 2.031 -1.499
C -2.831 -0.258 -1.119
O -1.786 -0.595 -0.365
C -3.908 -1.112 -1.358
Cl -3.907 -2.711 -0.695
C -4.989 -0.722 -2.131
H -3.950 2.399 -2.959
H -5.813 -1.403 -2.288
Se -0.920 1.731 1.999
C -2.693 1.226 1.869
N -3.788 0.876 1.787
```

Properties
**HOMO**: -10.20 eV
**E_LUMO**: -3.15 eV
**Net charge**: +1
**Multiplicity**: 1
**Orbital gap**: 7.053 eV

Atomic partial charges in e from the Löwdin method, atoms 1 to 4:
1. Zr 1.589
2. C -0.026
3. C -0.163
4. N -0.047

***

B) Molecular formula: C45H30Cl3N12O2SeZr
Method: DFT, ωB97M-V with the def2-TZVPD basis set

```
94
C45H30Cl3N12O2SeZr (ωB97M-V with the def2-TZVPD basis set)
Zr 0.611 -0.122 -1.293
C 5.316 -0.094 -1.083
C 3.994 0.238 -1.405
N 2.944 -0.249 -0.765
C 3.178 -1.125 0.267
C 4.472 -1.528 0.644
C 5.555 -0.980 -0.072
C 4.629 -2.446 1.709
C 3.521 -2.924 2.352
C 2.227 -2.508 1.982
C 2.046 -1.606 0.965
N 0.818 -1.111 0.535
C -0.192 -0.950 1.513
C -1.450 -1.466 1.342
C -2.485 -1.216 2.273
C -2.246 -0.470 3.386
C -0.956 0.075 3.611
C -0.665 0.877 4.737
C 0.578 1.419 4.870
C 1.529 1.169 3.858
N 1.303 0.430 2.802
C 0.076 -0.140 2.674
H 6.120 0.351 -1.651
H 3.807 0.927 -2.212
H 6.566 -1.268 0.188
H 5.624 -2.762 1.992
H 3.633 -3.633 3.161
H 1.364 -2.885 2.517
H -1.649 -2.096 0.488
H -3.464 -1.643 2.098
H -3.029 -0.285 4.111
H -1.436 1.055 5.477
H 0.840 2.034 5.719
H 2.522 1.603 3.936
C -4.641 1.967 -2.686
N -3.194 1.871 -2.546
C -2.474 0.940 -1.937
N -1.184 1.243 -2.041
C -1.190 2.416 -2.748
N -2.385 2.809 -3.088
C -5.234 3.226 -2.089
C -6.596 3.453 -2.265
C -7.184 4.613 -1.786
C -6.419 5.573 -1.140
C -5.061 5.347 -0.960
C -4.475 4.170 -1.420
C -4.220 6.366 -0.334
N -4.489 7.593 -0.061
N -3.332 8.138 0.486
C -2.457 7.196 0.493
O -2.941 6.037 -0.021
C -1.079 7.202 0.984
C -0.430 8.391 1.287
C 0.867 8.344 1.776
C 1.503 7.127 1.974
C 0.848 5.935 1.681
C 1.542 4.626 1.997
N 0.946 3.465 1.346
C 1.437 2.709 0.374
N 0.541 1.787 0.044
C -0.513 2.054 0.875
N -0.296 3.047 1.689
C -0.440 5.981 1.175
H -5.060 1.077 -2.215
H -4.869 1.921 -3.751
H -2.881 0.062 -1.463
H -0.303 2.967 -3.009
H -7.203 2.724 -2.790
H -8.243 4.777 -1.930
H -6.859 6.495 -0.786
H -3.413 4.033 -1.283
H -0.938 9.334 1.138
H 1.388 9.264 2.006
H 2.515 7.108 2.363
H 1.509 4.435 3.071
H 2.588 4.659 1.693
H 2.399 2.852 -0.087
H -1.435 1.495 0.880
H -0.980 5.075 0.954
Cl -1.391 -7.247 -1.948
C -1.229 -5.528 -1.908
C -2.357 -4.736 -1.765
C -2.221 -3.359 -1.730
Cl -3.646 -2.388 -1.540
C -0.977 -2.735 -1.833
O -0.836 -1.413 -1.812
C 0.125 -3.582 -1.974
Cl 1.680 -2.816 -2.125
C 0.029 -4.957 -2.016
H -3.336 -5.185 -1.680
H 0.910 -5.572 -2.129
Se 1.539 0.162 -3.886
C 1.892 1.802 -3.173
N 2.125 2.775 -2.587
```

Properties
**HOMO**: -10.34 eV
**E_LUMO**: -3.04 eV
**Net charge**: +1
**Multiplicity**: 1
**Orbital gap**: 7.292 eV

Atomic partial charges in e from the Löwdin method, atoms 1 to 4:
1. Zr 1.542
2. C -0.021
3. C -0.134
4. N -0.017

***

It turns out A) is the most stable, with the second structure 11.6 kJ/mol higher.

***

A) Molecular formula: C4H8ClNOS
Method: DFT, ωB97M-V with the def2-TZVPD basis set

```
16
C4H8ClNOS (ωB97M-V with the def2-TZVPD basis set)
C 2.055 0.236 -1.546
C -0.111 -1.383 -0.690
C 1.075 0.176 0.943
C 0.481 -0.031 -0.408
N -0.292 0.999 -0.936
O 3.153 0.243 -1.127
S -0.177 0.438 2.364
Cl 0.350 2.533 -0.400
H 1.691 0.683 -2.504
H -1.245 -1.091 -0.801
H -0.062 -2.290 0.038
H 0.135 -1.828 -1.638
H 1.669 1.087 1.024
H 1.429 -0.844 1.074
H -1.360 0.905 -0.747
H -0.706 1.660 2.065
```

Properties
**HOMO**: -8.55 eV
**E_LUMO**: 0.51 eV
**Multiplicity**: 1
**Orbital gap**: 9.051 eV

Atomic partial charges in e from the Löwdin method, atoms 1 to 4:
1. C -0.144
2. C -0.055
3. C -0.520
4. C -0.677

***

B) Molecular formula: C4H8ClNOS
Method: DFT, ωB97M-V with the def2-TZVPD basis set

```
16
C4H8ClNOS (ωB97M-V with the def2-TZVPD basis set)
C 2.135 0.999 -0.403
C 1.012 -0.015 -0.630
Cl 1.677 -1.649 -0.530
C -0.214 0.213 0.406
O -0.751 1.478 0.487
C -1.433 -0.639 0.054
N -1.775 -1.749 0.600
S -2.302 -0.159 -1.287
H 2.870 0.897 0.497
H 1.271 1.944 -0.120
H 2.752 1.341 -1.369
H 0.433 0.029 -1.527
H 0.210 0.111 1.504
H -1.634 1.478 -0.129
H -1.463 -2.006 1.729
H -2.787 -2.272 0.717
```

Properties
**HOMO**: -8.96 eV
**E_LUMO**: -0.02 eV
**Multiplicity**: 1
**Orbital gap**: 8.936 eV

Atomic partial charges in e from the Löwdin method, atoms 1 to 4:
1. C -0.153
2. C -0.751
3. Cl 0.603
4. C -0.477

***

It turns out B) is the most stable, with the second structure 59.7 kJ/mol higher.